# 1
24
Properties=species:S:1:pos:R:3:forces:R:3 method="wB97M-V/def2-TZVPD" relative_energy_kj_mol=491.4 e_tot_ev=-12046.318 e_lumo_ha="-0.019 / -0.019" largest_force_ev_per_a=3.101 homo_ev="-9.14 / -9.14" gap_ev="8.62 / 8.62"
C -0.7876 0.6401 -0.2150 -1.0 -0.4 0.1
C -1.9067 -0.1345 -0.9566 0.2 0.3 0.1
C 2.6102 -1.2999 0.0205 -0.1 0.0 -0.3
C 1.2475 -1.7370 1.9110 2.6 0.1 -0.1
C 0.0831 1.4062 -1.2224 0.0 -0.3 0.3
C -1.3853 1.5914 0.8235 0.1 -0.1 -0.2
N 2.0395 -0.8719 1.2673 -0.9 -1.3 1.2
O 0.0385 -0.3203 0.3869 0.7 -1.0 1.0
O -2.8178 0.6982 -1.6592 0.0 0.0 -0.1
H -2.3614 1.0802 -2.4163 0.0 0.0 0.1
H -2.5040 -0.6765 -0.2214 0.0 0.0 0.0
H -1.4335 -0.8661 -1.6229 0.0 0.0 0.0
H 1.1885 -1.5866 2.9863 -0.5 0.3 -0.1
H 2.0679 -2.1219 -0.4606 0.1 0.0 0.1
H 2.6587 -0.4534 -0.6613 0.0 0.0 0.0
H 3.6390 -1.6133 0.2380 -0.1 0.0 0.0
H 0.0885 -1.2020 1.3526 -0.7 2.2 -2.0
H 1.2171 -2.7827 1.5836 -0.2 0.1 -0.2
H -0.5892 2.1411 1.3267 0.0 0.0 0.0
H -0.4823 2.2090 -1.6986 0.0 0.0 0.0
H 0.4691 0.7271 -1.9845 0.0 0.0 0.0
H 0.9321 1.8482 -0.7014 0.0 0.0 0.0
H -2.0674 2.3012 0.3545 0.0 0.0 0.0
H -1.9444 1.0235 1.5691 0.0 0.0 0.0

***

# 2
197
Properties=species:S:1:pos:R:3:forces:R:3 method="wB97M-V/def2-TZVPD" relative_energy_kj_mol=555.2 e_tot_ev=-91285.889 e_lumo_ha=0.013 largest_force_ev_per_a=2.589 homo_ev=-9.08 gap_ev=9.44
C 2.2280 -9.3577 -14.2340 -1.0 -0.3 0.6
C 0.9226 -10.0139 -13.7002 -0.8 1.3 -0.2
O -0.1465 -9.9854 -14.6852 1.0 -0.5 -0.5
H 2.3260 -9.4646 -15.3143 0.0 -0.1 0.1
H 3.0845 -9.8045 -13.7291 0.0 -0.1 -0.1
H 2.2187 -8.3042 -13.9541 0.0 0.0 -0.3
H 0.4749 -9.3695 -12.9436 0.7 -0.1 0.7
H 1.1008 -10.9969 -13.2643 -0.1 -0.2 -0.3
H -0.9810 -10.1527 -14.2410 0.1 -0.1 0.1
C 2.5221 -13.5495 -5.2610 0.5 -0.7 0.9
C 1.1426 -13.0622 -5.6636 1.3 -1.2 0.5
O 1.3536 -12.2302 -6.7470 -0.7 1.3 -0.8
H 3.1501 -13.9620 -6.0506 -0.6 -0.1 -0.5
H 2.4314 -14.3410 -4.5171 0.0 -0.1 0.1
H 3.2050 -12.8150 -4.8342 -0.5 0.5 0.2
H 0.6264 -12.5646 -4.8426 0.1 0.1 0.2
H 0.5225 -13.9045 -5.9700 -0.1 -0.3 0.1
H 0.5181 -11.7631 -6.8204 0.1 0.4 -0.7
C 7.8696 -1.4283 -15.7868 0.4 0.2 1.6
C 7.4922 -2.5698 -14.8318 -0.4 -0.6 -1.6
O 7.6082 -3.7694 -15.5848 0.3 -1.3 -0.2
H 8.7676 -1.7702 -16.3014 -0.3 0.1 -0.4
H 8.1770 -0.5650 -15.1966 -0.1 0.3 0.0
H 7.0518 -1.1100 -16.4333 0.2 -0.3 -0.2
H 6.4536 -2.5456 -14.5017 0.1 0.6 0.6
H 8.2011 -2.7600 -14.0259 -0.2 0.6 0.2
H 6.9066 -3.8743 -16.2315 -0.1 0.3 0.1
C 8.3668 -13.9179 -11.8404 0.1 0.2 1.1
C 9.1673 -12.7523 -11.1429 -0.5 -1.4 0.0
C 9.0510 -12.8110 -9.5685 -0.3 -0.4 -1.6
O 9.7533 -11.7841 -8.9259 -0.5 0.4 0.5
C 9.9213 -11.9854 -7.4947 0.4 0.4 -1.7
N 10.5429 -12.9883 -11.5152 0.9 0.3 0.4
H 8.4396 -13.9201 -12.9280 0.1 0.4 0.0
H 7.3130 -13.9991 -11.5739 -0.1 0.4 0.0
H 8.7976 -14.8624 -11.5083 0.2 0.0 0.0
H 8.8379 -11.7912 -11.5377 -0.4 0.2 0.3
H 9.4466 -13.7647 -9.2193 0.0 -0.4 -0.2
H 7.9740 -12.7968 -9.4015 -0.2 0.2 0.6
H 9.0050 -12.0676 -6.9100 -0.3 -0.1 -0.3
H 10.4352 -11.0685 -7.2060 0.2 -0.4 0.4
H 10.5292 -12.8856 -7.4040 0.1 0.0 0.5
H 10.7008 -12.8279 -12.4998 -0.1 -0.1 -0.2
H 11.0680 -12.2676 -11.0407 0.5 0.0 0.1
C 3.5361 -5.8044 -7.8391 -0.8 0.5 0.4
C 3.5574 -5.7179 -6.2875 0.4 0.4 -1.0
C 2.2283 -5.4572 -5.6064 -1.4 -0.3 0.0
O 1.6164 -4.2437 -6.0373 0.6 1.0 0.0
C 0.7603 -3.5424 -5.1225 0.0 -1.1 -0.6
N 4.1918 -6.9363 -5.8191 0.0 -0.1 0.8
H 4.5474 -5.8967 -8.2353 0.1 0.4 0.1
H 3.0050 -4.9623 -8.2829 0.2 0.1 -0.1
H 3.0285 -6.7037 -8.1877 -0.3 -0.2 0.3
H 4.2142 -4.8994 -5.9929 0.1 0.2 -0.1
H 2.2643 -5.5222 -4.5189 0.6 0.3 0.2
H 1.5279 -6.2532 -5.8592 -0.1 -0.5 -0.3
H 0.2307 -2.7672 -5.6763 0.2 -0.1 -0.2
H 1.2497 -3.0689 -4.2714 0.4 -0.2 0.0
H 0.0225 -4.2622 -4.7680 -0.2 0.1 0.3
H 3.6304 -7.7251 -6.1067 -0.1 -0.3 0.0
H 5.0360 -6.9980 -6.3702 0.3 -0.3 0.2
C -4.7664 -15.3170 -13.0439 1.0 0.0 -0.7
C -5.5781 -14.7063 -14.1798 -1.3 0.1 -1.0
C -6.9817 -15.3581 -14.3643 0.7 0.1 0.5
O -6.8808 -16.7553 -14.5196 -0.8 -0.1 0.3
C -6.2143 -17.1613 -15.6870 0.6 -0.1 0.1
N -5.6902 -13.2644 -14.0086 -0.5 0.3 0.8
H -3.7169 -15.0478 -13.1630 0.1 0.4 -0.1
H -4.7190 -16.4052 -13.0869 -0.6 0.0 0.2
H -5.0166 -14.9443 -12.0507 -0.5 -0.2 -0.1
H -5.1509 -14.7983 -15.1783 0.8 -0.5 0.2
H -7.5497 -14.9415 -15.1961 0.3 0.3 -0.5
H -7.5994 -15.1013 -13.5037 0.0 -0.5 0.4
H -6.2892 -16.4416 -16.5021 -0.3 0.1 -0.1
H -6.5820 -18.1401 -15.9951 -0.2 0.1 0.0
H -5.1494 -17.2742 -15.4836 0.3 0.0 0.0
H -6.2879 -12.8345 -14.7000 0.2 -0.1 -0.8
H -6.2920 -13.1504 -13.2056 0.2 0.3 0.8
C 6.6956 -22.3629 -8.9525 -1.0 0.1 -0.7
C 7.0266 -20.9110 -9.3032 0.0 -0.2 0.2
C 5.9013 -19.9002 -8.9840 1.4 0.7 0.0
O 4.9064 -19.9771 -9.9208 -1.6 -1.1 -1.6
C 3.7490 -19.1853 -9.7161 0.5 -0.6 0.2
N 8.2696 -20.5882 -8.6131 0.0 -0.1 0.7
H 6.6361 -22.5759 -7.8852 0.1 0.3 0.1
H 7.3693 -23.0809 -9.4203 0.3 0.2 0.1
H 5.7273 -22.5887 -9.3990 -0.2 -0.1 0.1
H 7.2824 -20.8483 -10.3610 -0.9 -0.1 -0.4
H 6.3425 -18.9135 -9.1252 0.5 0.4 0.5
H 5.5188 -19.9411 -7.9642 0.1 -0.4 0.3
H 2.9861 -19.4627 -10.4435 0.3 0.0 -0.2
H 3.9897 -18.1276 -9.8229 -0.1 0.2 0.2
H 3.3294 -19.4321 -8.7408 -0.1 0.4 0.3
H 8.7839 -21.4500 -8.7266 0.7 0.2 0.3
H 8.7917 -19.8614 -9.0812 0.0 0.1 -0.1
C 1.5527 -21.3312 -16.1744 -0.2 0.7 0.5
C 2.6193 -20.3981 -16.6946 0.5 0.9 -0.3
C 2.1738 -18.8765 -16.7853 0.2 -0.5 0.5
O 0.9078 -18.7183 -17.3587 -0.8 -0.6 -0.9
C 0.5910 -17.3904 -17.7216 0.6 -0.1 0.1
N 3.8864 -20.5055 -15.9434 0.1 0.2 -0.2
H 1.3123 -20.9847 -15.1693 -0.4 -0.2 0.2
H 1.9566 -22.3401 -16.0909 -0.1 -0.1 -0.2
H 0.6645 -21.2962 -16.8053 0.0 -0.2 0.1
H 2.8701 -20.7750 -17.6861 0.0 0.4 -0.3
H 2.8788 -18.2241 -17.3005 0.5 -0.4 -0.3
H 2.0866 -18.4328 -15.7936 0.3 -0.2 0.7
H -0.4078 -17.3548 -18.1566 0.0 -0.1 0.3
H 1.2857 -16.9890 -18.4595 0.2 -0.2 -0.3
H 0.7081 -16.7319 -16.8609 -0.4 0.2 0.3
H 4.0947 -21.4732 -15.7423 0.0 -0.2 -0.2
H 3.9414 -20.0443 -15.0465 -0.5 0.3 0.0
C -7.0293 -10.5571 -20.2148 -0.6 0.7 -0.3
C -8.5815 -10.5007 -20.0013 1.4 0.5 -0.1
C -9.2202 -11.7658 -20.5187 -0.3 -0.5 -0.4
O -8.9455 -11.8959 -21.9040 0.1 -0.1 -0.1
C -9.0093 -13.1928 -22.4888 -0.1 0.6 0.0
N -8.8576 -10.2977 -18.5907 -0.3 -0.4 0.9
H -6.5743 -9.6177 -19.9007 -0.1 0.1 0.2
H -6.7989 -10.6197 -21.2783 -0.1 -0.3 0.0
H -6.5020 -11.3455 -19.6778 -0.4 -0.2 0.1
H -8.9838 -9.6286 -20.5168 0.1 -0.1 -0.8
H -10.3027 -11.7601 -20.3912 -0.3 0.2 0.2
H -8.8502 -12.6117 -19.9393 0.3 -0.2 0.0
H -8.2748 -13.8713 -22.0548 0.1 0.0 0.0
H -8.8184 -13.0400 -23.5510 0.3 0.0 0.1
H -9.9924 -13.6625 -22.4571 -0.3 0.1 0.4
H -9.8431 -10.3648 -18.3801 -0.3 -0.3 -0.2
H -8.6526 -9.3513 -18.3036 0.5 0.1 -0.1
C -5.4484 -8.7874 -5.2912 -0.6 -0.1 0.2
C -5.7777 -9.4639 -6.6427 0.0 -0.5 0.3
C -7.1741 -9.2389 -7.1994 -0.4 0.0 0.1
O -7.4002 -9.9726 -8.4364 -1.3 0.6 0.9
C -8.8096 -9.8254 -8.8519 1.2 -0.6 1.1
N -4.7870 -9.0890 -7.6079 0.7 0.4 -0.7
H -5.9306 -9.2918 -4.4539 -0.4 0.0 -0.1
H -5.7355 -7.7371 -5.2412 -0.1 0.1 -0.2
H -4.3951 -8.8222 -5.0130 0.1 -0.2 -0.6
H -5.7539 -10.5378 -6.4576 0.4 -0.2 -0.1
H -7.3620 -8.1839 -7.3986 0.1 0.4 0.0
H -7.8456 -9.5336 -6.3929 -0.6 -0.3 -0.2
H -9.4835 -10.0003 -8.0132 0.1 0.0 0.4
H -9.0410 -10.6490 -9.5274 0.3 0.5 -0.5
H -9.0252 -8.8165 -9.2036 0.2 -0.1 -0.5
H -5.0307 -8.1424 -7.8620 0.4 0.6 0.1
H -4.9532 -9.5467 -8.4928 0.0 -0.6 -0.1
C 4.9994 -8.7766 -25.9254 0.2 -0.2 0.4
C 5.5348 -8.5179 -24.5174 0.0 0.0 0.3
C 5.7066 -9.7408 -23.6084 -0.1 -0.3 -0.5
O 5.9206 -9.3308 -22.2569 -0.1 -0.4 0.2
C 6.4626 -10.3084 -21.3452 0.4 0.4 -0.7
N 6.8203 -7.8627 -24.6477 0.3 0.4 0.0
H 5.7690 -9.2004 -26.5706 -0.1 -0.5 0.2
H 4.7657 -7.8379 -26.4276 -0.3 0.1 0.3
H 4.1066 -9.3955 -25.8360 0.0 0.0 -0.5
H 4.8310 -7.8383 -24.0369 -0.4 -0.1 0.3
H 6.5350 -10.3373 -23.9904 0.6 0.1 0.1
H 4.8582 -10.4116 -23.7436 -0.5 0.1 0.5
H 5.8068 -11.1187 -21.0269 -0.6 0.1 -0.3
H 6.7919 -9.7940 -20.4424 -0.1 0.2 -0.2
H 7.3409 -10.7790 -21.7871 0.2 0.0 -0.1
H 6.6060 -6.9468 -25.0156 0.4 0.3 -0.3
H 7.1898 -7.6831 -23.7250 0.2 0.0 0.3
C -7.2667 -2.7676 -13.3732 0.8 -0.2 -0.2
C -6.1885 -3.4795 -14.2046 0.5 -1.0 0.2
C -5.5037 -4.6554 -13.3602 -0.7 0.8 -0.6
O -4.8307 -4.1414 -12.1834 -2.2 -1.4 -0.1
C -3.6996 -3.3760 -12.3576 0.9 -0.1 -0.4
N -6.8014 -3.9044 -15.5034 0.2 -0.1 0.7
H -7.5790 -1.8512 -13.8740 -0.1 0.0 0.0
H -6.8342 -2.5024 -12.4084 -0.1 0.0 0.1
H -8.1284 -3.4157 -13.2133 0.0 0.0 -0.1
H -5.3160 -2.8409 -14.3429 -0.2 0.6 -0.3
H -4.8493 -5.2775 -13.9708 0.6 0.4 -0.3
H -6.2670 -5.3889 -13.1005 -0.1 0.3 0.8
H -3.2058 -3.1959 -11.4027 -0.6 0.2 0.3
H -3.9423 -2.4361 -12.8533 0.4 0.2 -0.1
H -2.9397 -3.9568 -12.8803 0.1 0.2 -0.7
H -6.1894 -4.3584 -16.1664 0.6 -0.4 0.4
H -7.0954 -3.0971 -16.0343 -0.3 0.4 0.3
C 0.2590 -3.9920 -18.9193 -0.7 0.4 -0.1
C 1.3309 -3.0910 -19.5606 -1.4 0.5 -0.3
C 1.2633 -1.6277 -19.0490 -1.4 -0.1 0.6
O -0.0376 -1.0069 -19.2551 1.1 0.4 -0.5
C -0.0520 0.3865 -18.8538 -0.3 -1.3 0.5
N 2.6512 -3.5885 -19.3099 0.0 0.1 0.8
H -0.7386 -3.6654 -19.2128 0.0 0.7 0.3
H 0.3196 -4.0223 -17.8314 0.1 0.2 0.0
H 0.1602 -5.0262 -19.2495 1.0 -0.2 -0.3
H 1.1563 -3.0949 -20.6365 -0.4 0.2 -0.3
H 2.0236 -0.9604 -19.4551 0.3 -0.2 -0.3
H 1.4273 -1.7009 -17.9739 0.2 0.1 0.3
H 0.0130 0.3860 -17.7657 -0.2 0.3 0.2
H -1.0066 0.7979 -19.1820 0.1 -0.1 0.1
H 0.7591 1.0241 -19.2055 0.2 -0.3 -0.5
H 3.2704 -3.0397 -19.8892 0.5 -0.7 -0.1
H 2.6015 -4.5744 -19.5232 0.8 0.0 -0.3